1.
111
Properties=species:S:1:pos:R:3:forces:R:3 method="wB97M-V/def2-TZVPD" e_homo_ev="-5.05 / -5.04" e_above_lowest_kj_mol=96.0 spin_multiplicity=6 lumo_energy_ev="2.17 / 1.53" charge=-1 e_tot_ha=-9854.6929 mol_weight_g_mol=1087.0 s2=8.76
Se 3.7271 0.4250 2.9766 0.11 0.09 0.01
Ge -0.1652 3.0249 1.2355 -0.07 -0.17 -0.46
Fe 0.2269 0.5597 -0.4789 -0.53 0.49 0.40
Cl -4.1755 -3.4093 7.2272 0.04 0.04 -0.07
S -4.1616 -0.4512 -1.3458 -0.19 -0.01 -0.15
S 2.3471 3.0035 -0.8255 -0.79 -0.20 0.38
Si 0.9923 -2.4899 -1.8446 0.09 -0.32 -0.38
F 2.9857 3.5675 -3.2989 0.04 0.09 -0.03
F 3.9078 4.8400 -1.8087 0.08 0.12 -0.06
F 1.8341 5.1341 -2.3323 0.08 -0.13 -0.07
O 1.4485 3.8042 0.0471 0.35 -0.11 -0.31
O -0.4637 -3.1134 -2.2831 0.10 -0.02 0.07
O 1.8635 -2.4374 -3.2403 0.08 0.40 0.04
O 1.7934 -3.5647 -0.8873 -0.08 0.09 0.31
O 3.6014 2.6258 -0.2750 0.02 -0.09 0.04
O 0.7363 -1.0642 -1.1634 0.65 -0.09 -0.31
O 1.5761 1.9642 -1.5304 0.15 0.11 0.28
N 1.3776 0.5209 1.2117 0.81 -0.22 -0.16
N -1.3116 2.2724 -1.6660 0.32 0.28 -0.27
C -4.2363 -2.2285 4.7862 -0.02 0.02 -0.09
C -3.4503 6.3082 0.0816 0.04 -0.10 0.04
C -0.8849 -5.3887 -1.5914 0.04 0.05 0.14
C -1.1041 3.5021 -2.1465 -0.02 -0.29 0.08
C 3.1674 -1.5835 -5.0147 -0.10 0.04 -0.13
C -2.1868 -2.0032 6.0291 0.06 0.03 -0.05
C 1.6430 3.3367 5.0412 -0.03 0.07 -0.01
C -3.7829 5.0277 0.5088 0.11 0.04 0.01
C 2.1038 5.4147 3.9221 -0.06 -0.06 0.00
C -2.7765 4.1293 0.8534 -0.05 0.19 -0.01
C -2.5485 1.7808 -1.7474 0.05 -0.27 0.02
C 1.3709 4.9874 2.8237 0.00 0.02 0.17
C 0.9154 2.9121 3.9339 -0.01 0.10 0.04
C -3.4510 -1.7976 -0.5692 -0.23 -0.19 0.10
C -2.6903 0.4499 -1.1856 -0.49 -0.03 0.04
C 0.1039 -4.9034 -3.8367 0.16 0.09 0.01
C 2.2419 4.5875 5.0342 -0.03 -0.02 -0.07
C -1.4286 4.4924 0.7971 -0.04 0.20 -0.21
C 3.1724 -1.9166 -3.5307 -0.05 -0.14 0.13
C 3.4910 -0.6605 -2.7240 -0.18 -0.08 0.20
C -2.3878 -0.9722 3.8412 0.03 0.07 -0.10
C 0.8186 -3.2241 1.3370 -0.09 0.00 -0.15
C -1.7188 -0.2322 -0.5268 0.29 0.02 0.07
C -3.6821 -1.4778 3.7552 -0.07 0.00 -0.01
C -0.8515 -4.4038 -2.7563 0.15 0.01 0.01
C -2.1682 -1.5568 -0.2102 0.21 0.14 0.27
C 2.7910 4.2121 -2.1500 -0.20 0.02 -0.04
C 2.4649 -5.0305 0.8426 0.02 -0.17 -0.06
C 3.1985 -2.6456 0.8337 0.10 0.03 -0.09
C 2.3590 0.5104 1.8665 -0.93 -0.15 -0.08
C -3.3549 3.7427 -2.8484 -0.10 0.01 -0.05
C 0.7632 3.7292 2.8152 0.20 -0.08 0.24
C -1.6494 -1.2553 4.9902 0.02 0.02 0.01
C -2.0823 4.2751 -2.7372 0.02 0.05 -0.07
C -3.4812 -2.4815 5.9162 -0.01 0.00 0.02
C -1.7947 -0.1550 2.7193 -0.06 -0.11 0.30
C -2.2468 -4.2336 -3.3327 -0.14 0.14 -0.09
C 4.1965 -3.0074 -3.2338 -0.01 -0.12 0.05
C -1.1142 5.7806 0.3535 -0.07 0.02 0.05
C 2.0567 -3.6006 0.5273 -0.01 0.04 -0.06
C -2.1127 6.6817 0.0003 0.03 -0.07 0.03
C -3.5909 2.4799 -2.3495 -0.19 0.04 0.03
H -0.6332 -0.8783 5.0741 -0.10 -0.03 0.00
H 2.6759 0.0590 -2.8008 0.05 0.02 -0.04
H 5.2131 -2.6284 -3.3759 -0.06 -0.04 -0.01
H 0.1062 -5.4635 -1.1374 -0.09 -0.02 -0.05
H -3.0478 3.1211 1.1630 0.00 0.03 -0.05
H 3.6321 -0.8897 -1.6610 -0.01 0.03 -0.14
H -1.5914 -5.0425 -0.8299 0.05 -0.04 -0.05
H 1.2828 5.6391 1.9604 0.03 -0.05 0.08
H 2.7631 -5.1200 1.8914 -0.03 0.00 -0.09
H 3.4344 -2.6376 1.9007 -0.03 0.03 -0.08
H 0.4742 1.9193 3.9411 0.08 0.03 -0.01
H 4.0963 -2.9380 0.2785 -0.08 0.02 0.05
H -1.1331 -0.7673 2.1047 0.01 0.05 0.05
H -4.8228 4.7246 0.5582 0.02 0.00 0.01
H 2.8312 4.9135 5.8841 -0.04 0.00 -0.02
H -0.2744 -5.8327 -4.2706 0.02 0.02 0.02
H 0.2063 -4.1512 -4.6227 -0.02 -0.08 0.04
H -2.2243 -3.5180 -4.1606 -0.01 -0.09 0.08
H -0.0172 -3.8869 1.0841 0.09 0.04 0.05
H -4.2713 -1.2768 2.8635 0.06 -0.02 0.10
H -0.1122 3.8916 -2.0443 0.31 0.05 0.03
H 0.5319 -2.1945 1.1172 0.03 -0.01 0.08
H 1.0994 -5.0851 -3.4180 -0.11 0.01 -0.05
H -5.2466 -2.6110 4.7154 0.03 0.01 -0.01
H -1.1949 -6.3796 -1.9360 0.00 0.06 0.03
H -4.2293 7.0111 -0.1891 0.01 -0.01 -0.02
H -4.1540 4.3067 -3.3150 0.02 -0.01 0.03
H 2.8613 -2.4609 -5.5917 0.04 0.07 0.04
H 4.0838 -3.3459 -2.2004 0.04 0.04 -0.10
H 2.9225 -1.6315 0.5409 0.03 -0.05 0.03
H -1.8414 5.2649 -3.0985 0.00 0.00 0.02
H 1.7557 2.6835 5.8983 0.02 0.00 -0.03
H 1.6346 -5.7186 0.6529 0.09 0.06 0.03
H -2.5656 0.2527 2.0634 0.06 -0.04 0.05
H -1.6100 -2.2118 6.9203 0.00 0.01 -0.02
H 4.1636 -1.2696 -5.3421 -0.09 -0.03 0.02
H -2.6346 -5.1900 -3.6953 0.01 0.06 0.01
H -0.0742 6.0842 0.2672 -0.09 -0.03 -0.02
H -1.8485 7.6762 -0.3454 -0.01 -0.05 0.03
H 3.3067 -5.3211 0.2081 -0.04 0.00 0.06
H -4.5749 2.0314 -2.4100 0.03 0.02 0.02
H -1.5560 -2.2992 0.2872 -0.06 0.07 -0.10
H 2.4584 -0.7735 -5.2123 0.08 -0.08 0.00
H 1.0250 -3.3067 2.4076 -0.02 0.01 -0.07
H 4.0402 -3.8662 -3.8949 0.02 0.07 0.06
H 4.4063 -0.1985 -3.1013 -0.01 -0.03 0.04
H -4.0293 -2.7002 -0.4202 0.08 0.06 -0.02
H 2.5705 6.3933 3.9127 0.01 -0.03 0.00
H -1.1934 0.6688 3.1077 -0.04 -0.03 0.00
H -2.9178 -3.8408 -2.5653 0.03 -0.02 -0.06



2.
97
Properties=species:S:1:pos:R:3:forces:R:3 method="wB97M-V/def2-TZVPD" e_homo_ev=-6.14 e_above_lowest_kj_mol=718.4 lumo_energy_ev=-2.40 e_tot_ha=-2014.5933 mol_weight_g_mol=636.9
F 4.7312 -0.4990 1.6623 -0.31 -0.07 0.21
F 3.4971 -4.6186 -0.1972 -0.43 0.35 0.44
O -2.3972 1.5725 3.8227 0.67 -0.29 0.15
N -0.8325 0.5421 -2.2111 -1.54 -1.22 -0.14
N 1.3216 0.5453 -2.5441 0.70 -0.01 -0.72
C 4.2833 -1.7441 -2.6223 -1.07 0.27 -0.07
C 2.9261 -1.3483 -2.8152 1.17 2.17 0.49
C 0.2624 -0.8868 -0.2894 0.91 -1.39 1.52
C -1.1219 -1.0814 1.8578 -0.24 -0.13 -0.03
C 2.5641 -0.7628 0.8344 -0.49 1.28 -0.04
C -0.0805 1.0530 1.2719 0.18 -0.50 0.62
C -1.6436 -0.5340 2.9996 -0.49 0.25 0.56
C -1.9977 -0.9799 5.4686 0.30 0.16 0.07
C -2.3394 -2.8388 3.8821 0.12 -0.03 -0.07
C -2.8144 2.5156 -1.5946 -0.08 0.20 0.31
C -1.5590 0.9160 3.1573 -0.40 0.33 0.23
C -0.4502 1.5881 2.4747 -0.46 0.30 0.11
C 1.3899 3.3031 2.3253 0.11 0.04 0.04
C 1.9179 -2.2624 -3.1175 -0.77 0.62 0.36
C 6.6750 -1.3232 -2.1577 0.61 -0.28 0.14
C 3.7244 1.0245 -2.4986 -0.65 -0.65 0.37
C -4.9743 -0.5246 -2.2493 -0.02 -0.14 -0.05
C 3.1452 -3.3793 0.2572 1.11 -0.34 -0.11
C 0.3221 -0.0624 -1.8124 0.46 1.24 -1.58
C -0.4737 -0.2649 0.9369 0.99 0.59 -1.64
C -0.9789 4.0260 2.7079 -0.14 0.09 0.02
C 0.0644 2.9327 2.9893 -0.34 0.19 0.00
C 5.2976 -0.8183 -2.4019 -0.21 -0.10 0.15
C 0.2920 2.8886 4.5092 -0.03 -0.17 0.06
C -2.4557 -1.3258 4.0422 -0.37 0.14 0.41
C -1.6779 -2.2642 -2.9289 -0.21 -0.07 0.12
C 1.6276 -1.5258 0.1718 -0.92 -0.93 -0.74
C -6.4351 -0.8305 -2.3743 -0.84 -0.24 0.05
C 3.4907 2.5108 -2.5034 0.07 0.24 0.18
C -3.9489 -0.9517 4.0052 -0.23 0.19 -0.21
C 4.1563 -2.6365 0.8773 -2.33 1.27 -0.18
C -2.6408 -1.2152 -2.4540 -0.03 0.68 0.55
C 3.7699 -1.3064 1.1616 1.80 -1.30 -0.24
C -4.5478 0.7551 -1.9361 0.98 -0.09 -0.04
C 0.8034 1.3785 -3.6616 1.04 0.14 0.22
C 1.8906 -2.8985 -0.0504 -0.69 1.00 -0.50
C 5.0386 0.5410 -2.3788 -0.42 -0.25 -0.30
C 2.6780 0.1080 -2.6102 1.35 -1.59 0.01
C -0.6622 1.2025 -3.5204 -1.20 0.12 -0.23
C -2.2069 0.0770 -2.0266 -1.02 -0.16 -0.85
C -4.0182 -1.5079 -2.4821 0.81 0.50 0.06
C -3.1882 1.0780 -1.8411 0.30 -0.32 0.17
H -0.8837 -2.4465 -2.2028 0.07 -0.21 -0.32
H -2.1647 0.0806 5.6712 0.09 -0.11 -0.03
H -1.9219 3.7569 3.1978 0.23 0.10 -0.15
H 1.1551 -3.5144 -0.5800 0.44 0.14 0.22
H -6.9692 -0.6432 -1.4265 0.26 -0.07 -0.30
H -0.6550 2.7081 5.0252 0.18 -0.08 -0.06
H -4.3285 -2.5168 -2.7384 0.03 0.11 -0.04
H -4.0629 0.1262 4.1593 0.00 -0.28 -0.07
H -2.2369 -3.1894 -3.0703 0.21 -0.06 -0.05
H 2.1327 2.5078 2.4714 -0.06 0.11 -0.07
H 5.1122 -3.0300 1.1268 0.52 -0.19 0.02
H -2.7774 -3.1775 2.9396 0.04 -0.06 0.00
H -5.2604 1.5479 -1.7865 -0.24 0.14 0.06
H -2.5634 -1.5613 6.2119 0.13 0.07 -0.24
H 2.1732 -3.3098 -3.0871 -0.23 -0.17 0.03
H -1.0685 0.5897 -4.3407 -0.05 -0.07 0.42
H 1.0040 2.0940 4.7594 -0.10 0.07 0.07
H 1.7893 4.2182 2.7798 -0.09 -0.12 -0.12
H 1.2699 3.4908 1.2523 0.08 0.02 0.07
H -0.6305 4.9927 3.0986 -0.06 -0.12 -0.13
H 2.3738 0.2924 1.0749 0.17 -0.54 -0.11
H -4.3952 -1.2152 3.0410 -0.03 -0.01 0.03
H -6.9476 -0.2183 -3.1397 0.41 -0.16 0.29
H -2.8499 3.1084 -2.5197 0.09 -0.17 0.13
H 0.7002 3.8434 4.8692 -0.05 -0.16 -0.16
H 4.5282 -2.8084 -2.6485 -0.07 0.26 -0.19
H -1.1606 4.1191 1.6296 0.04 0.05 0.11
H -1.2913 -3.1488 3.9238 -0.03 -0.09 -0.05
H 6.9769 -2.0603 -2.9189 -0.04 0.28 0.25
H 1.0064 -1.9435 -3.5994 0.06 -0.07 -0.11
H 0.6444 1.6274 0.6635 -0.33 -0.34 -0.08
H -2.8741 -3.3407 4.7020 0.12 0.16 -0.23
H 1.1121 2.4313 -3.5687 -0.07 -0.35 0.37
H -0.9339 -1.1998 5.5880 0.01 0.00 0.10
H 3.2882 2.8679 -3.5205 -0.02 -0.05 0.15
H -6.6086 -1.8843 -2.6431 0.12 0.35 0.11
H -1.2188 -2.1471 1.6792 -0.02 0.00 -0.15
H 0.6114 0.3358 -0.5167 -0.28 -0.53 -0.37
H -4.4966 -1.4807 4.8019 0.18 0.04 -0.24
H 5.8458 1.2454 -2.2563 0.13 0.09 -0.01
H 2.6618 2.8269 -1.8574 0.12 -0.13 -0.11
H -0.3800 -1.6595 -0.8007 0.37 0.73 0.95
H 7.3804 -0.4882 -2.1556 0.07 -0.23 -0.01
H -3.5619 2.9554 -0.9336 0.11 0.06 0.07
H -1.2208 -1.9959 -3.8901 -0.01 0.00 0.20
H -1.8321 2.6360 -1.1186 -0.25 -0.10 -0.16
H -1.2353 2.1365 -3.5005 0.24 -0.21 -0.10
H 4.3926 3.0298 -2.1690 -0.13 -0.06 0.03
H 6.7318 -1.8232 -1.1759 0.01 0.16 -0.30
H 1.2144 1.0676 -4.6373 -0.16 -0.31 0.47